No. 1
Density functional theory data (ωB97M-V with the def2-TZVPD basis set) for a cluster of 2 separate species, C4H7NO2 in total.

Summary:
E ... -9843.883 eV
Lowest unoccupied orbital energy ... 0.634 eV
Gap between HOMO and LUMO ... 9.995 eV
Multiplicity ... 1
F_max ... 0.1000 Eh/bohr
SMILES string ... Cc1ccon1.O
HOMO ... -9.4 eV

CARTESIAN COORDINATES (ANGSTROEM)
O  1.83689  -1.23215  -0.36277
O  -0.66551  -0.17964  2.15877
N  1.48484  0.01806  0.07824
C  -0.19726  -0.68949  -1.17289
C  0.29683  0.36907  -0.33030
C  0.81013  -1.64725  -1.10216
C  -0.30542  1.73861  -0.31887
H  -0.29640  -0.72609  2.93990
H  0.16536  2.29441  -1.19147
H  -1.34220  1.69450  -0.37331
H  -1.50634  -0.71729  2.35978
H  0.05689  2.40995  0.58046
H  0.75428  -2.68387  -1.55577
H  -1.09211  -0.64882  -1.70961

Atom charges from the natural (NBO) analysis, given in e for atoms 1 to 8: O -0.27; O -0.92; N -0.15; C -0.38; C 0.17; C 0.13; C -0.64; H 0.47



No. 2
Density functional theory data (ωB97M-V with the def2-TZVPD basis set) for the molecule C4H7NO2.

Summary:
E ... -9845.784 eV
Lowest unoccupied orbital energy ... 0.803 eV
Gap between HOMO and LUMO ... 10.686 eV
Multiplicity ... 1
F_max ... 0.0087 Eh/bohr
SMILES string ... [H]/N=C(\C)OCC=O
HOMO ... -9.9 eV

CARTESIAN COORDINATES (ANGSTROEM)
O  2.73407  1.13262  -0.61548
O  0.10745  -0.95538  0.28253
N  -0.42354  1.13473  1.03652
C  1.47777  -0.63149  0.45378
C  -2.00668  -0.22855  -0.35468
C  1.89492  0.27581  -0.69101
C  -0.75783  0.08465  0.41357
H  -1.17608  1.81914  1.02808
H  -2.38940  -1.21381  -0.07709
H  -1.73375  -0.27452  -1.41455
H  1.68634  -0.15332  1.41223
H  1.35219  0.06310  -1.64097
H  2.00799  -1.58624  0.37673
H  -2.77344  0.53327  -0.20966

Atom charges from the natural (NBO) analysis, given in e for atoms 1 to 8: O -0.49; O -0.51; N -0.71; C -0.18; C -0.69; C 0.42; C 0.57; H 0.35



No. 3
Density functional theory data (ωB97M-V with the def2-TZVPD basis set) for the molecule C4H7NO2.

Summary:
E ... -9841.570 eV
Lowest unoccupied orbital energy (alpha / beta) ... -0.815 / -0.813 eV
Gap between HOMO and LUMO (alpha / beta) ... 8.252 / 8.251 eV
Multiplicity ... 1
F_max ... 0.0068 Eh/bohr
HOMO (alpha / beta) ... -9.1 / -9.1 eV

CARTESIAN COORDINATES (ANGSTROEM)
O  1.05408  1.40748  -0.27932
O  0.18685  -0.75450  1.29021
N  -0.41478  1.42176  1.06612
C  -0.74104  0.15352  0.86044
C  1.26186  -0.86241  0.29855
C  1.01975  0.18923  -0.77663
C  -1.55905  -0.25822  -0.17395
H  -2.21330  0.45636  -0.66906
H  -0.13114  -0.09069  -1.09070
H  -1.08882  2.03059  0.59565
H  -1.73880  -1.31929  -0.32683
H  1.25371  -1.88408  -0.09670
H  2.19450  -0.67034  0.83378
H  1.48714  0.06860  -1.76572

Atom charges from the natural (NBO) analysis, given in e for atoms 1 to 8: O -0.47; O -0.52; N -0.40; C 0.40; C -0.12; C -0.08; C -0.41; H 0.22



No. 4
Density functional theory data (ωB97M-V with the def2-TZVPD basis set) for a cluster of 2 separate species, C4H7NO2 in total.

Summary:
E ... -9842.557 eV
Lowest unoccupied orbital energy ... 0.967 eV
Gap between HOMO and LUMO ... 9.854 eV
Multiplicity ... 1
F_max ... 0.0102 Eh/bohr
SMILES string ... N[C@@]12C[C@@H]1O2.C=O
HOMO ... -8.9 eV

CARTESIAN COORDINATES (ANGSTROEM)
O  0.34805  2.41956  -1.47372
O  0.52553  0.04523  0.86455
N  -0.19694  -2.41716  0.93724
C  -0.30267  -1.10863  0.49622
C  -1.14521  -0.38435  -0.50758
C  -0.92751  0.08604  0.90204
C  1.24416  2.09591  -0.73276
H  -1.50690  0.42872  1.74564
H  -2.11004  -0.84592  -0.71510
H  0.08270  -2.46731  1.91065
H  -0.68013  0.16305  -1.32551
H  0.43900  -2.96566  0.37017
H  1.95206  1.28431  -0.97636
H  1.42296  2.60815  0.23188

Atom charges from the natural (NBO) analysis, given in e for atoms 1 to 8: O -0.53; O -0.54; N -0.81; C 0.34; C -0.42; C 0.01; C 0.30; H 0.22